(1)
The following is a quantum chemistry calculation of C8H14Cl3F3NO4Sr as an isolated structure at a distorted geometry, from the Open Molecules 2025 dataset.

Values from the calculation:
highest occupied orbital energy = -11.4 eV
net charge = +1

Last column: Mulliken charge in e.
CARTESIAN COORDINATES (ANGSTROEM)
Sr  3.063956  0.997631  3.846799  1.875
O  1.553032  0.379729  2.319137  -1.018
H  0.981873  0.338182  1.551880  0.030
C  2.199923  -0.962149  -1.142502  0.463
O  2.097735  -0.395962  -2.194954  -0.601
N  2.480605  -2.266886  -0.969918  0.124
C  2.563586  -2.819880  0.338490  -0.761
C  2.796655  -3.127954  -2.089394  -0.948
H  2.056587  -0.444645  -0.178509  0.058
H  2.472385  -2.028278  1.084869  0.137
H  3.533310  -3.313586  0.488820  0.358
H  1.801237  -3.583388  0.518458  0.294
H  2.884650  -2.528174  -2.989722  0.331
H  3.735572  -3.662194  -1.919541  0.314
H  2.020592  -3.887363  -2.234866  0.312
C  -3.231277  1.549372  1.113489  -1.151
C  -2.173698  2.412252  0.484164  -0.023
O  -2.494650  2.633024  -0.891369  -0.220
C  -1.728343  3.500786  -1.507142  0.381
O  -0.758252  4.034230  -1.056611  -0.530
C  -2.214671  3.810495  -2.942394  0.842
F  -1.221395  3.614727  -3.803840  -0.233
F  -3.256535  3.062766  -3.305290  -0.237
F  -2.581574  5.096683  -3.000525  -0.247
H  -2.985457  1.373668  2.163245  0.344
H  -3.296848  0.585965  0.606314  0.279
H  -4.217538  2.013370  1.118190  0.352
H  -1.189538  1.951310  0.592601  0.131
H  -2.110776  3.385016  0.983680  0.314
C  -0.468191  -2.289005  2.623733  0.467
Cl  -0.976389  -1.996145  0.958283  -0.104
Cl  0.014494  -3.961046  2.889101  -0.126
Cl  -1.738370  -1.815197  3.752845  -0.138
H  0.387294  -1.657351  2.792481  -0.070

Atoms 1-3, force components in eV/Å:
Sr -1.6 -0.6 -1.7
O 1.6 0.5 1.7
H 0.0 0.1 0.0

(2)
The following is a quantum chemistry calculation of C8H14Cl7CrO6 as an isolated structure at a distorted geometry, from the Open Molecules 2025 dataset.

Values from the calculation:
highest occupied orbital energy (spin up / spin down) = -12.6 / -12.6 eV
multiplicity = 5
expectation value of S² = 6.061
net charge = +1

Last column: Mulliken charge in e.
CARTESIAN COORDINATES (ANGSTROEM)
Cr  -15.106570  -10.416340  -18.505150  1.191
Cl  -16.599410  -11.777160  -20.052610  -0.326
C  -16.458160  -14.361780  -17.277590  -0.518
O  -16.568110  -13.590390  -16.096610  -0.277
C  -16.215120  -12.318350  -16.017550  0.647
O  -15.767040  -11.595390  -16.912810  -0.484
O  -16.351680  -11.958150  -14.820150  -0.267
C  -15.958210  -10.713920  -14.324970  -0.677
H  -16.995040  -13.875280  -18.091950  0.263
H  -16.867060  -15.367320  -17.178610  0.283
H  -15.417850  -14.459200  -17.587990  0.266
H  -14.974830  -10.497620  -14.742430  0.298
H  -15.864290  -10.698950  -13.239130  0.250
H  -16.602540  -9.894860  -14.644470  0.302
C  -15.432720  -10.763720  -23.165070  -0.497
O  -15.043310  -9.496210  -23.756290  -0.364
C  -15.785200  -8.852510  -24.645090  0.744
O  -16.912300  -9.227920  -24.981650  -0.567
O  -15.117020  -7.747050  -24.988490  -0.325
C  -15.923250  -6.747650  -25.617460  -0.632
H  -15.299970  -11.653440  -23.780600  0.353
H  -16.503470  -10.844300  -22.977710  0.293
H  -14.840550  -10.953470  -22.269840  0.156
H  -16.724030  -6.413460  -24.957780  0.299
H  -16.359450  -7.132480  -26.539270  0.296
H  -15.286090  -5.908670  -25.897170  0.233
C  -15.069120  -15.051390  -21.252670  0.474
Cl  -14.303870  -15.604180  -22.804110  -0.127
Cl  -14.083240  -15.741260  -19.954960  -0.151
Cl  -16.679310  -15.599340  -21.086130  -0.071
H  -15.087580  -13.961670  -21.236200  -0.118
C  -18.603570  -13.251970  -23.223540  0.544
Cl  -17.153740  -13.520350  -24.216820  -0.106
Cl  -19.493270  -14.768410  -23.169080  -0.119
Cl  -19.645710  -12.025130  -23.891760  -0.106
H  -18.297650  -12.896170  -22.239710  -0.159

Atoms 1-3, force components in eV/Å:
Cr -2.4 -2.7 -0.5
Cl 1.6 1.5 1.4
C 0.3 0.1 -2.0

(3)
The following is a quantum chemistry calculation of an isolated ion of composition C8H14ClN2O and charge -1 at a distorted geometry, from the Open Molecules 2025 dataset.

Values from the calculation:
highest occupied orbital energy (spin up / spin down) = -2.0 / -3.8 eV
net charge = -1
SMILES string = C=C[C@]1(C)N(Cl)CC(C)(C)N1[O-]

Last column: Mulliken charge in e.
CARTESIAN COORDINATES (ANGSTROEM)
C  1.999441  0.995411  1.539068  -0.805
C  0.991531  1.561031  0.839806  -0.634
C  0.540792  1.040670  -0.463789  1.487
C  1.434129  1.558507  -1.654121  -1.450
N  -0.846767  0.965299  -0.886327  -0.742
Cl  -1.785262  2.812113  -0.893030  -0.509
C  -1.532464  0.266961  0.142291  -1.280
C  -0.765642  -1.046037  0.162607  1.807
C  -0.497413  -1.683246  1.485599  -1.895
C  -1.371981  -2.074542  -0.803043  -1.634
N  0.571456  -0.559268  -0.366130  0.455
O  1.248704  -1.158586  -1.288879  -0.820
H  2.275193  1.371806  2.552748  0.276
H  2.527863  0.213369  1.036406  0.297
H  0.222315  2.215030  1.327977  0.310
H  0.710573  2.035588  -2.315738  0.397
H  1.609570  0.581774  -2.178178  0.348
H  2.238655  2.326967  -1.371940  0.271
H  -2.555666  0.173665  -0.142696  0.459
H  -1.559817  0.741761  1.123360  0.365
H  0.546337  -1.936360  1.527569  0.334
H  -1.077053  -2.541457  1.627932  0.458
H  -0.563113  -0.911421  2.243505  0.390
H  -0.462160  -2.669539  -1.133316  0.335
H  -1.749539  -1.580393  -1.723037  0.379
H  -2.149684  -2.699101  -0.388643  0.402

Atoms 1-3, force components in eV/Å:
C -1.1 1.8 0.0
C -1.2 -0.3 2.5
C -0.1 -1.3 -2.2

(4)
The following is a quantum chemistry calculation of a 2-piece molecular cluster, C8H14ClOP overall at a distorted geometry, from the Open Molecules 2025 dataset.

Values from the calculation:
highest occupied orbital energy = -9.5 eV
SMILES string = C=C(Cl)C1CCCCC1.O=P

Last column: Mulliken charge in e.
CARTESIAN COORDINATES (ANGSTROEM)
C  0.959670  -3.316210  1.040614  -1.062
C  0.547343  -2.045821  1.072912  0.217
Cl  0.190091  -1.415954  2.698617  -0.224
C  0.192647  -1.143567  -0.056289  0.475
C  -1.338935  -0.940529  -0.086666  -0.765
C  -1.587966  -0.047893  -1.325151  -0.593
C  -0.732852  1.192158  -1.301664  -0.808
C  0.803814  1.102146  -0.959632  -0.599
C  0.894215  0.116678  0.223737  -0.744
H  1.199776  -3.761371  1.925406  0.345
H  1.184817  -3.823986  0.174422  0.325
H  0.597447  -1.724810  -0.906743  0.358
H  -1.619988  -0.331363  0.701957  0.354
H  -2.019269  -1.872156  -0.302279  0.269
H  -2.665173  0.384893  -1.534054  0.360
H  -1.234289  -0.471257  -2.308536  0.322
H  -0.688886  1.879774  -2.070337  0.455
H  -1.081863  1.735484  -0.517115  0.324
H  1.248160  0.686448  -1.912707  0.351
H  1.255976  2.164179  -0.762791  0.290
H  2.002105  0.081809  0.430931  0.199
H  0.516035  0.696196  1.133895  0.112
O  0.360120  4.210826  0.530726  -0.384
P  -0.015801  3.334815  1.599021  0.416
H  1.032805  3.309511  2.511725  0.006

Atoms 1-3, force components in eV/Å:
C -0.6 3.0 -0.2
C -0.4 -1.8 1.0
Cl 0.1 0.0 -0.2

Let's list energy above the lowest of the compared OMol25 structures with the same formula, charge and spin in order: 0.0; 231.3; 0.0; 170.6 kJ/mol.